(1)
ORCA calculation (ωB97M-V/def2-TZVPD) on a structure of composition C45H66N2O3Si3TeTi.

Last column: Mulliken charge in e.
Positions of all 121 atoms, in Å:
Ti -0.08509 -0.24877 -0.39576  -0.73
C -3.30116 -0.11668 -0.07104  -0.05
C -2.30673 0.85974 0.16745  1.32
C -1.86438 1.33114 -1.11757  1.77
C -2.63107 0.66084 -2.10460  -0.03
C -3.47510 -0.25158 -1.45872  0.24
C -4.37059 -1.26485 -2.10713  -1.71
C -2.57957 0.96537 -3.57421  -1.54
C -1.21444 2.66785 -1.36378  -0.92
C -2.27074 1.71593 1.41118  -1.15
C -4.03335 -0.91618 0.96499  -1.25
H -5.39854 -1.18885 -1.73635  0.42
H -4.02031 -2.27898 -1.89378  0.19
H -4.39303 -1.13652 -3.19002  0.33
H -3.07792 1.91850 -3.79711  0.31
H -3.08046 0.18954 -4.15678  0.35
H -1.54711 1.03462 -3.91697  0.16
H -1.97769 3.44552 -1.50786  0.31
H -0.59504 2.64584 -2.26042  0.03
H -0.59053 2.97532 -0.52219  -0.21
H -3.08826 2.44901 1.36826  0.38
H -1.33792 2.27485 1.50082  -0.24
H -2.41085 1.13042 2.31746  0.30
H -5.06925 -1.08676 0.65765  0.48
H -4.03581 -0.40633 1.92947  0.32
H -3.55105 -1.88683 1.09724  -0.07
C -0.68844 -2.53642 -4.65898  -1.01
N -1.08747 -2.66688 -3.28296  0.63
C -1.63805 -3.84023 -2.79569  -0.25
C -1.83245 -4.00330 -1.44922  -1.16
C -1.48629 -2.95910 -0.54172  -0.06
O -1.56759 -3.03561 0.69884  -0.60
N -1.01276 -1.78894 -1.10618  1.25
C -0.75444 -1.65676 -2.40371  -0.28
O -0.16867 -0.64136 -2.82331  -0.97
H -1.08516 -3.37531 -5.22986  0.41
H 0.40315 -2.52227 -4.74395  0.26
H -1.06034 -1.59817 -5.07261  0.25
H -1.90132 -4.58557 -3.53237  0.40
H -2.24342 -4.92127 -1.05876  0.46
C 2.20361 -4.44132 3.99629  -0.79
C 2.13309 -3.30526 4.78795  -0.82
C 1.62522 -2.12684 4.26970  -0.33
C 1.18122 -2.04179 2.95067  -0.02
C 1.22297 -3.20340 2.19324  1.12
C 1.73177 -4.38905 2.69571  -0.65
Si 0.42839 -0.40932 2.16594  1.65
C 1.76587 0.84791 2.83871  0.78
C 1.49439 2.21545 2.86112  0.23
C 2.42202 3.14529 3.29262  -1.07
C 3.67898 2.73231 3.70278  -0.46
C 3.99182 1.38405 3.65580  -0.97
C 3.05148 0.46633 3.21816  -0.37
C -0.88390 -0.33192 3.60714  -0.02
C -1.00436 0.67959 4.55643  0.05
C -1.97499 0.63489 5.54349  -0.64
C -2.85103 -0.43514 5.60951  -0.65
C -2.74514 -1.45703 4.67636  -0.69
C -1.77898 -1.39837 3.69052  -0.17
H 2.61465 -5.36158 4.39834  0.32
H 2.47932 -3.34307 5.81603  0.38
H 1.56914 -1.25201 4.90511  0.37
H 0.81276 -3.16009 1.19559  -0.58
H 1.75928 -5.27226 2.06790  0.41
H 0.52382 2.56564 2.53170  0.14
H 2.16747 4.19958 3.30160  0.42
H 4.41363 3.45804 4.03239  0.31
H 4.97711 1.04453 3.95502  0.37
H 3.32800 -0.57674 3.16461  0.29
H -0.32651 1.52147 4.52457  0.28
H -2.05119 1.44166 6.26668  0.39
H -3.61380 -0.46760 6.38006  0.32
H -3.42535 -2.29981 4.71558  0.40
H -1.71263 -2.18245 2.95059  0.31
C 3.74338 -1.82698 -0.29907  -0.72
C 2.51176 -1.77020 -1.22302  1.79
C 1.97283 -3.19671 -1.46073  -1.23
C 2.94270 -1.21088 -2.59095  -0.76
O 1.58345 -0.93050 -0.63420  0.14
H 4.54561 -2.41912 -0.73879  0.45
H 3.46253 -2.25251 0.66281  0.15
H 4.08851 -0.80702 -0.14283  -0.54
H 2.76496 -3.82879 -1.86366  0.54
H 1.15155 -3.16826 -2.17260  0.03
H 1.60987 -3.63089 -0.53435  -0.03
H 3.58610 -1.91879 -3.11240  0.48
H 3.47185 -0.27356 -2.44229  -0.58
H 2.05182 -1.01245 -3.18419  -0.17
C 1.29146 3.40990 -4.11507  -0.59
Si 2.29863 4.41217 -2.83220  0.32
C 4.14450 4.22401 -3.28132  -0.73
C 1.79297 6.25586 -3.09345  -1.23
C 2.06356 3.91310 -1.03946  -1.38
Te 2.13212 1.67301 -0.80308  0.31
C 4.75999 2.08357 0.00060  -0.47
Si 6.34372 1.34368 -0.60675  0.35
C 7.74998 2.64941 -0.88943  -1.21
C 7.09652 0.05058 0.60056  -1.23
C 6.29539 0.42899 -2.29924  -1.05
H 1.76828 3.40337 -5.09265  0.52
H 0.28711 3.80400 -4.24523  0.30
H 1.20733 2.37635 -3.78761  -0.28
H 4.34979 4.37965 -4.33728  0.44
H 4.46362 3.22305 -3.01181  -0.16
H 4.75820 4.91904 -2.71767  0.27
H 1.93642 6.58210 -4.11922  0.30
H 2.37538 6.91255 -2.45569  0.31
H 0.74725 6.40949 -2.84656  0.30
H 1.13141 4.28582 -0.62792  0.77
H 2.85702 4.31969 -0.42155  0.73
H 4.55163 1.87296 1.04322  0.02
H 4.69147 3.15067 -0.17228  0.36
H 7.95898 3.20470 0.02052  0.30
H 7.44035 3.36913 -1.64127  0.29
H 8.68570 2.20837 -1.22603  0.31
H 7.41229 0.50605 1.53455  0.32
H 7.95550 -0.46400 0.17587  0.30
H 6.35323 -0.70024 0.84396  0.30
H 5.65179 0.94787 -3.00270  0.25
H 5.90334 -0.57582 -2.18393  0.25
H 7.28066 0.34575 -2.75580  0.47

## Properties
Kohn-Sham gap (alpha / beta) = 0.1593 / 0.2008 Eh
M = 942.76 g/mol
energy relative to the best compared isomer or geometry (same formula, charge and spin) = 46.22 kcal/mol
highest occupied orbital energy (alpha / beta) = -0.34 / -1.47 eV
E_LUMO (alpha / beta) = 4.0 / 4.0 eV
total charge = -2
spin multiplicity = 3

***

(2)
ORCA calculation (ωB97M-V/def2-TZVPD) on a structure of composition C45H66N4P2SSiW.

Last column: Mulliken charge in e.
Positions of all 120 atoms, in Å:
W -0.28295 0.49003 -0.51102  0.78
C -1.15541 1.58978 -3.55380  -1.48
C -1.79430 0.20717 -3.76799  0.71
C -3.25488 0.36811 -4.19140  -1.34
P -1.57985 -0.93213 -2.30364  1.16
C -1.27468 -2.59085 -3.06229  0.43
C -2.24015 -2.95585 -4.19332  -1.52
C -1.14378 -3.67207 -1.98557  -1.08
C -3.14589 -1.04055 -1.38846  0.40
C -4.13004 -2.02370 -1.40217  -0.72
C -5.17370 -1.97965 -0.48585  -0.95
C -5.22388 -0.96494 0.46171  -1.12
C -4.25269 0.02463 0.47561  -0.34
C -3.23163 -0.01138 -0.45986  -0.54
N -2.21867 1.01067 -0.52375  1.46
C -2.73004 2.35445 -0.54763  -0.74
C -3.95391 2.66662 -1.14020  0.09
C -4.43961 3.96169 -1.09936  -1.21
C -3.72303 4.96259 -0.45068  -1.04
C -2.50260 4.65355 0.12017  -0.31
C -1.98687 3.36025 0.04781  0.72
P -0.38134 2.84373 0.69545  -0.20
C 0.81911 4.10799 0.03245  2.62
C 0.58440 4.29987 -1.47169  -1.70
C 0.88321 5.44744 0.77942  -1.35
C -0.73094 3.14868 2.50743  -0.22
C -1.68476 2.04593 2.99378  -0.76
C 0.39257 3.37153 3.52195  -1.15
H -1.00618 2.09096 -4.51299  0.61
H -0.15836 1.52570 -3.10276  0.15
H -1.79584 2.23281 -2.95303  0.23
H -1.24436 -0.29712 -4.56282  0.93
H -3.83842 0.83222 -3.39481  0.06
H -3.72707 -0.58239 -4.44298  0.31
H -3.31343 1.01724 -5.06990  0.51
H -0.29341 -2.47144 -3.50744  0.32
H -3.27804 -3.04243 -3.87776  0.19
H -1.93858 -3.93034 -4.58576  0.52
H -2.19810 -2.24858 -5.02155  0.40
H -0.88546 -4.62541 -2.45396  0.56
H -2.06490 -3.82120 -1.41963  0.26
H -0.34818 -3.42289 -1.28018  -0.21
H -4.10191 -2.83576 -2.11290  0.28
H -5.94199 -2.74479 -0.50844  0.48
H -6.02339 -0.94241 1.19386  0.48
H -4.29832 0.83196 1.20125  0.48
H -4.54022 1.89054 -1.61447  0.46
H -5.39167 4.18869 -1.56528  0.47
H -4.11447 5.97097 -0.39180  0.51
H -1.95703 5.43809 0.62754  0.21
H 1.79206 3.62983 0.13284  -1.49
H -0.32866 4.86116 -1.66839  0.40
H 0.51488 3.34855 -2.00549  0.23
H 1.42177 4.85709 -1.89689  0.54
H -0.09506 5.85721 1.02714  0.14
H 1.38240 6.17666 0.13718  0.52
H 1.45872 5.38299 1.70112  0.38
H -1.29638 4.07744 2.43363  1.00
H -1.14106 1.11218 3.16240  -0.12
H -2.49309 1.85176 2.28433  -0.10
H -2.13884 2.33884 3.94217  0.58
H 1.22607 3.96516 3.14383  0.14
H -0.02776 3.91467 4.37198  0.47
H 0.78168 2.43236 3.91291  0.18
C -0.67151 -1.06931 0.92808  -0.69
Si 0.86092 -1.85315 1.65691  -0.71
C 2.31832 -0.90940 0.88797  0.31
N 1.95615 0.50799 0.53725  1.04
C 2.06125 1.27517 1.81026  -0.32
C 3.46086 1.28815 2.44375  -1.31
C 4.57182 1.35964 1.38535  -0.97
C 4.01481 2.00014 0.12249  -0.67
C 2.89363 1.14375 -0.47135  -0.49
C 1.08724 -3.62399 1.10505  1.15
C 2.36867 -4.16416 0.93383  -0.61
C 2.54627 -5.49716 0.57803  -0.60
C 1.43934 -6.32073 0.39685  -0.75
C 0.16048 -5.80911 0.57943  -0.62
C -0.01004 -4.47452 0.92977  -0.33
C 0.71536 -1.80584 3.51487  0.89
C -0.33999 -2.54870 4.06260  -0.62
C -0.58341 -2.55258 5.42874  -0.73
C 0.22983 -1.81455 6.28155  -0.69
C 1.28677 -1.08091 5.76195  -0.70
C 1.52393 -1.07852 4.39087  -0.04
H -1.32346 -0.69668 1.72557  0.54
H -1.24912 -1.83301 0.38961  0.78
H 2.58991 -1.43327 -0.02116  -1.18
H 3.19921 -0.93823 1.53908  0.84
H 1.32425 0.86929 2.50089  -0.27
H 1.79703 2.29972 1.60246  0.06
H 3.61893 0.43340 3.09509  0.15
H 3.50013 2.16890 3.08765  0.65
H 4.94244 0.35886 1.14669  0.15
H 5.42239 1.92373 1.76488  0.63
H 4.78610 2.10457 -0.64171  0.67
H 3.66948 3.01163 0.35278  0.07
H 3.33735 0.34465 -1.05282  0.37
H 2.30111 1.74212 -1.16560  0.08
H 3.24857 -3.54504 1.10302  0.41
H 3.54600 -5.90227 0.46424  0.49
H 1.57671 -7.36251 0.13039  0.42
H -0.70481 -6.45115 0.45158  0.48
H -1.02150 -4.09149 1.06379  0.31
H -0.98408 -3.14207 3.41391  0.29
H -1.40231 -3.13803 5.83160  0.44
H 0.04372 -1.82083 7.34956  0.41
H 1.93572 -0.51696 6.42405  0.45
H 2.37185 -0.51588 4.01908  0.13
C 4.99335 -1.77073 -3.97976  -1.06
N 3.73035 -1.15047 -3.58010  0.00
C 2.92860 -1.60738 -2.62813  -0.21
N 3.31814 -2.65967 -1.92124  -0.17
S 1.37491 -0.89233 -2.38146  0.27
H 5.50892 -1.09807 -4.65677  0.35
H 4.83001 -2.72084 -4.49065  0.35
H 5.63548 -1.92720 -3.11321  0.35
H 3.36504 -0.38932 -4.12351  0.31
H 4.15938 -3.16544 -2.14821  0.30
H 2.69837 -3.06415 -1.23594  -0.11

## Properties
Kohn-Sham gap (alpha / beta) = 0.2486 / 0.2700 Eh
M = 968.99 g/mol
highest occupied orbital energy (alpha / beta) = -12.32 / -12.74 eV
E_LUMO (alpha / beta) = -5.6 / -5.4 eV
total charge = +2
spin multiplicity = 3